No. 1
Below is 2 unconnected molecules or ions with the total composition C6H10N2, with properties calculated with wB97M-V/def2-TZVPD.

Structure (XYZ):
```
18
Properties=species:S:1:pos:R:3
C -1.36 1.12 -0.42
H -0.48 -2.16 1.76
N 0.49 -0.85 0.49
H 3.03 0.51 -0.25
C -0.21 0.27 1.20
C 2.03 0.70 -0.66
H 0.79 -2.89 0.59
N -0.29 0.81 2.22
C 1.17 -0.52 -0.62
H 1.37 -1.33 -1.30
H -1.29 2.16 -0.12
C 0.28 -2.04 1.01
C -2.56 0.51 -0.39
H 2.15 1.05 -1.68
H -0.59 0.69 -1.11
H -3.40 0.93 0.13
H -2.69 -0.49 -0.79
H 1.58 1.51 -0.07
```

Calculated values
* ΔE to the lowest compared entry with this formula, charge and spin: 135.71 kcal/mol
* orbital gap (alpha / beta): 6.87 / 7.03 eV
* HOMO energy (alpha / beta): -7.171 / -7.255 eV
* total energy: -343.92045 hartree
* LUMO energy (alpha / beta): -0.30 / -0.23 eV

---

No. 2
Below is 2 unconnected molecules or ions with the total composition C6H10N2, with properties calculated with wB97M-V/def2-TZVPD.

Structure (XYZ):
```
18
Properties=species:S:1:pos:R:3
H -1.33 1.49 0.97
H -0.45 -2.43 0.40
C -0.07 -1.63 0.92
H 0.63 -1.92 1.65
C 0.40 0.78 0.14
H -0.85 -1.13 1.40
N 1.17 -1.26 -2.44
H 1.64 2.47 -0.01
H -0.56 0.50 2.01
C -0.37 1.30 1.29
H -1.46 0.39 -1.73
C 1.39 1.54 -0.46
H 0.02 2.22 1.72
N -1.77 -0.46 -1.28
H -1.73 -1.30 -1.90
H 2.18 1.23 -1.18
C 0.80 -1.13 -1.38
C 0.38 -0.66 -0.14
```

Calculated values
* expectation value of S²: 2.04
* ΔE to the lowest compared entry with this formula, charge and spin: 0.00 kcal/mol
* orbital gap (alpha / beta): 8.48 / 8.18 eV
* multiplicity: 3
* HOMO energy (alpha / beta): -7.606 / -9.842 eV
* total energy: -343.94561 hartree
* LUMO energy (alpha / beta): 0.88 / -1.66 eV

---

No. 3
Below is a single C6H10N2O molecule, with properties calculated with wB97M-V/def2-TZVPD.

Structure (XYZ):
```
19
Properties=species:S:1:pos:R:3
N -1.29 0.52 1.41
H -2.72 -0.97 -1.13
C -2.29 -1.29 -0.18
N 1.09 -0.98 0.29
H -1.59 -2.10 -0.37
H -1.80 2.18 -0.74
H -0.23 2.06 -1.55
H 1.60 2.06 0.11
H 2.51 -2.22 -0.54
C 0.93 0.26 0.19
C -0.73 2.07 -0.58
H 2.43 -2.21 1.23
C -0.46 0.78 0.17
H -3.07 -1.62 0.50
C -1.53 -0.20 0.41
C 2.39 -1.58 0.34
H 3.21 -0.85 0.37
O 1.95 1.16 0.08
H -0.40 2.94 -0.01
```

Calculated values
* ΔE to the lowest compared entry with this formula, charge and spin: 47.10 kcal/mol
* orbital gap: 9.82 eV
* HOMO energy: -9.111 eV
* structure (SMILES): C/N=C(\O)[C@]1(C)N=C1C
* total energy: -419.31143 hartree
* LUMO energy: 0.71 eV

---

No. 4
Below is 2 unconnected molecules or ions with the total composition C6H10N2O, with properties calculated with wB97M-V/def2-TZVPD.

Structure (XYZ):
```
19
Properties=species:S:1:pos:R:3
O 0.23 -1.40 -0.06
N -0.21 -0.06 -0.27
C -2.24 -1.15 -0.17
H 2.40 -2.26 0.07
C -1.51 0.14 0.10
H -1.65 -2.35 0.44
H -1.23 2.22 0.14
H 2.65 0.43 -1.15
C 1.77 -1.31 0.26
C 0.82 0.80 -0.26
H 1.73 2.51 -0.10
N 0.72 2.14 0.05
H -3.14 1.66 -0.10
H 2.84 0.55 0.65
C 2.07 0.23 -0.22
H -3.27 -0.98 0.15
C -2.05 1.35 0.29
H 1.93 -1.19 1.46
H -1.85 -1.33 -1.30
```

Calculated values
* ΔE to the lowest compared entry with this formula, charge and spin: 182.28 kcal/mol
* orbital gap: 8.85 eV
* HOMO energy: -8.222 eV
* total energy: -419.09601 hartree
* LUMO energy: 0.63 eV

---

No. 5
Below is a molecular structure, C6H10N2O, with properties calculated with wB97M-V/def2-TZVPD.

Structure (XYZ):
```
19
Properties=species:S:1:pos:R:3
H 2.10 0.18 -0.15
C 0.75 0.84 1.95
H -1.69 0.41 0.73
H -1.47 -2.54 -2.38
H -1.65 1.94 1.18
H 0.89 2.32 0.15
C 0.68 -0.52 1.26
C -0.04 -1.54 -1.58
N 0.26 -0.38 -1.27
O 0.71 -1.72 1.64
H -1.54 1.64 -0.66
H 0.12 -2.37 -0.78
C 0.43 1.36 0.51
C 0.98 0.05 -0.10
H 1.78 1.13 2.20
H 0.15 0.91 2.80
N -0.42 -2.03 -2.83
H -0.88 -1.03 -3.07
C -1.19 1.39 0.39
```

Calculated values
* ΔE to the lowest compared entry with this formula, charge and spin: 89.78 kcal/mol
* orbital gap: 9.39 eV
* HOMO energy: -8.868 eV
* total energy: -419.24343 hartree
* LUMO energy: 0.52 eV

---

No. 6
Below is a single C6H10N2O molecule, with properties calculated with wB97M-V/def2-TZVPD.

Structure (XYZ):
```
19
Properties=species:S:1:pos:R:3
H -1.62 -0.32 1.73
O -0.94 2.57 0.68
H 2.11 0.89 1.23
N -1.74 0.68 1.67
H -0.80 -0.70 -2.86
C -0.85 1.39 0.94
C 1.65 1.13 0.27
C 0.27 0.50 0.26
H 2.28 0.73 -0.52
N 0.18 -0.95 0.44
H -2.55 1.17 2.03
H 1.91 -2.17 -0.02
C -1.01 -0.05 -2.01
C 0.81 -2.12 -0.10
C -0.33 -0.05 -0.91
H 1.57 2.21 0.14
H 0.59 -2.27 -1.17
H -1.98 0.42 -2.18
H 0.45 -3.05 0.36
```

Calculated values
* ΔE to the lowest compared entry with this formula, charge and spin: 112.92 kcal/mol
* orbital gap (alpha / beta): 8.04 / 8.04 eV
* HOMO energy (alpha / beta): -8.174 / -8.174 eV
* structure (SMILES): C=C1N(C)[C@]1(C)C(N)=O
* total energy: -419.20654 hartree
* LUMO energy (alpha / beta): -0.13 / -0.13 eV

---

No. 7
Below is a single C6H10N2O molecule, with properties calculated with wB97M-V/def2-TZVPD.

Structure (XYZ):
```
19
Properties=species:S:1:pos:R:3
N 2.24 0.03 1.08
C -1.36 -0.47 -2.26
N 0.35 -0.60 2.27
H 0.87 -0.52 3.13
H -0.38 -1.31 2.21
C 1.05 -0.43 1.11
H -0.68 2.83 -0.22
C -0.21 0.81 -0.32
H -0.73 -0.80 -3.09
C -0.52 -0.13 -1.09
O -0.63 -2.18 0.26
H 2.58 0.13 0.13
H -0.62 2.01 1.36
H 1.09 -1.61 -0.73
C 0.18 -1.34 -0.18
H -2.00 -1.31 -1.99
H -1.97 0.37 -2.59
C -0.14 2.09 0.38
H 0.89 2.41 0.53
```

Calculated values
* ΔE to the lowest compared entry with this formula, charge and spin: 106.34 kcal/mol
* orbital gap: 7.72 eV
* HOMO energy: -8.165 eV
* total energy: -419.21703 hartree
* LUMO energy: -0.44 eV

---

No. 8
Below is a single C6H10N2O molecule, with properties calculated with wB97M-V/def2-TZVPD.

Structure (XYZ):
```
19
Properties=species:S:1:pos:R:3
H -1.22 2.50 -0.43
H 1.30 2.48 0.12
N -1.77 1.72 -0.10
H -0.84 -3.27 0.65
H 1.13 1.45 1.54
H 0.68 -2.82 -0.19
O 0.45 -1.21 1.94
H 0.08 -0.51 -2.11
C -1.12 0.55 0.12
H -0.90 -2.31 -0.84
C -0.21 -1.26 0.93
C 1.39 1.45 0.48
N -1.52 -0.45 0.79
H 2.43 1.13 0.42
H 1.66 0.45 -2.07
C -0.33 -2.50 0.07
C 0.50 0.53 -0.30
C 0.74 0.16 -1.57
H -2.50 1.92 0.57
```

Calculated values
* ΔE to the lowest compared entry with this formula, charge and spin: 48.76 kcal/mol
* orbital gap: 9.62 eV
* HOMO energy: -9.194 eV
* structure (SMILES): C=C(C)/C(N)=N\C(C)=O
* total energy: -419.30879 hartree
* LUMO energy: 0.42 eV

---

No. 9
Below is 2 unconnected molecules or ions with the total composition C6H10N2O, with properties calculated with wB97M-V/def2-TZVPD.

Structure (XYZ):
```
19
Properties=species:S:1:pos:R:3
H 1.73 -1.90 0.81
H -2.23 1.31 -1.35
H 3.57 -0.96 -0.17
H 0.50 -0.61 1.96
H -1.10 1.87 0.94
C -0.03 1.82 0.59
O -0.49 -1.24 -1.43
C 1.58 0.14 -0.38
H 0.11 2.77 -0.04
C 2.65 -0.39 -0.21
C 0.33 0.62 -0.17
N 0.76 -2.07 0.76
N -0.04 -1.12 1.23
H 0.43 -2.24 -0.25
C -2.21 0.33 -1.01
H -2.78 0.16 -0.16
C -0.72 -0.15 -0.94
H -2.70 -0.20 -1.71
H 0.66 1.88 1.53
```

Calculated values
* expectation value of S²: 2.02
* ΔE to the lowest compared entry with this formula, charge and spin: 36.77 kcal/mol
* orbital gap (alpha / beta): 7.35 / 7.87 eV
* multiplicity: 3
* HOMO energy (alpha / beta): -6.411 / -9.555 eV
* total energy: -419.11901 hartree
* LUMO energy (alpha / beta): 0.94 / -1.68 eV

---

No. 10
Below is a gas-phase ion, C6H10N2O3 (charge +2), with properties calculated with wB97M-V/def2-TZVPD.

Structure (XYZ):
```
21
Properties=species:S:1:pos:R:3
H 2.89 -0.79 1.92
O 1.02 -1.68 -1.19
H -0.24 0.94 -1.68
C -1.35 0.55 0.00
H 3.60 0.32 0.74
O -2.79 -1.20 0.84
C -1.69 -0.70 0.52
H -2.54 1.74 -1.31
H 1.95 2.03 -0.25
H -2.23 2.51 0.05
N 2.97 -0.48 0.93
C 1.74 -0.01 0.29
H 0.26 -2.06 -1.68
H -3.31 1.17 0.07
H -2.77 -2.11 1.27
H 3.39 -1.39 0.45
O -0.48 -1.45 0.53
C -0.01 0.64 -0.71
C 1.41 1.19 -0.19
N -2.37 1.57 -0.35
C 0.55 -0.80 -0.25
```

Calculated values
* ΔE to the lowest compared entry with this formula, charge and spin: 4.00 kcal/mol
* orbital gap: 9.90 eV
* HOMO energy: -16.546 eV
* structure (SMILES): [NH3+]C1=C[C@@H]2C([NH3+])=C(O)O[C@]12O
* charge: +2
* total energy: -569.12630 hartree
* LUMO energy: -6.64 eV

---

No. 11
Below is 2 unconnected molecules or ions with the total composition C6H10N2OS, with properties calculated with wB97M-V/def2-TZVPD.

Structure (XYZ):
```
20
Properties=species:S:1:pos:R:3
H 1.97 1.08 0.58
H 1.94 -2.31 -1.07
C 2.51 -1.63 -0.54
H 3.02 -1.98 0.33
C -2.02 1.61 -1.62
H -0.99 -1.39 1.50
C 0.13 1.59 0.91
C -0.46 0.36 0.11
O 1.47 1.86 0.68
H -3.92 -0.35 0.61
S -2.89 -1.37 0.34
H 0.09 -1.42 -0.98
N 1.72 -0.55 0.00
C 0.49 -0.66 -0.28
N -1.75 -0.64 1.27
H -2.63 2.18 -2.23
H -0.47 2.44 0.59
H -0.06 1.46 1.98
H 3.16 -1.10 -1.20
C -1.30 0.81 -0.97
```

Calculated values
* ΔE to the lowest compared entry with this formula, charge and spin: 151.85 kcal/mol
* orbital gap (alpha / beta): 8.18 / 8.18 eV
* HOMO energy (alpha / beta): -8.374 / -8.374 eV
* total energy: -817.34979 hartree
* LUMO energy (alpha / beta): -0.19 / -0.19 eV

---

No. 12
Below is a gas-phase ion, C6H10N3 (charge +1), with properties calculated with wB97M-V/def2-TZVPD.

Structure (XYZ):
```
19
Properties=species:S:1:pos:R:3
N -2.29 -0.15 0.04
C 1.25 -0.94 1.02
C 1.84 0.26 -1.24
N -1.10 -0.14 -0.10
H -5.42 -1.18 -0.18
H 1.54 -0.71 1.98
C -0.20 0.95 -0.01
H -5.41 0.63 0.00
H 1.00 0.10 -1.96
H 2.25 1.18 -1.38
H 0.19 2.71 -0.11
C -4.79 -0.27 0.07
H 2.11 -1.49 0.62
C 1.19 0.42 0.26
H 1.81 1.08 0.79
H 0.43 -1.57 0.70
N -0.59 2.10 -0.21
C -3.48 -0.22 0.15
H 2.38 -0.66 -1.31
```

Calculated values
* ΔE to the lowest compared entry with this formula, charge and spin: 141.82 kcal/mol
* orbital gap: 7.47 eV
* HOMO energy: -14.544 eV
* structure (SMILES): [H]/N=C(/N=[N+]=C=C)C(C)C
* charge: +1
* total energy: -398.44030 hartree
* LUMO energy: -7.07 eV

---

No. 13
Below is a gas-phase ion, C6H10N3O (charge +1), with properties calculated with wB97M-V/def2-TZVPD.

Structure (XYZ):
```
20
Properties=species:S:1:pos:R:3
C 1.38 0.10 0.32
H -0.68 -2.20 -0.05
H -0.68 2.00 -0.08
C -3.06 0.09 0.03
H 1.31 1.78 1.41
H -4.09 0.11 0.04
C -0.34 -0.08 0.13
H 2.65 -0.66 1.56
H 2.82 0.01 -1.42
C 1.78 -0.30 -1.12
N -1.01 1.02 -0.05
H 2.55 1.86 0.25
C -2.45 -1.19 0.07
C -1.09 -1.29 0.03
H 1.03 0.16 -1.88
N -2.31 1.14 -0.11
H 1.83 -1.31 -1.12
N 1.65 1.51 0.51
H -3.02 -2.02 0.05
O 1.73 -0.72 1.43
```

Calculated values
* ΔE to the lowest compared entry with this formula, charge and spin: 74.59 kcal/mol
* orbital gap: 9.54 eV
* HOMO energy: -14.177 eV
* structure (SMILES): C[C@](N)(O)c1cccn[nH+]1
* charge: +1
* total energy: -473.82397 hartree
* LUMO energy: -4.63 eV